# 1
The following is a DFT calculation (ωB97M-V/def2-TZVPD) of C22H27BCoN8 as an isolated structure.

Structure (XYZ):
```
59
Properties=species:S:1:pos:R:3:forces:R:3
Co 0.03457 -0.10521 0.14610 0.0 0.2 -0.2
C 1.00737 -0.98081 4.12942 0.0 0.0 0.0
C 0.40515 -0.06738 3.27851 0.0 0.0 0.0
N 0.27508 -0.58767 2.05516 -0.1 0.0 0.0
N 0.78312 -1.85447 2.10209 0.0 0.0 0.0
C 1.24399 -2.08995 3.33991 0.0 0.0 0.0
B 0.89283 -2.72880 0.80072 -0.1 0.0 -0.1
N -0.50003 -2.70223 0.04087 0.0 0.0 0.0
C -1.26759 -3.76386 -0.22972 0.0 -0.1 0.0
C -2.41418 -3.33715 -0.87804 0.0 0.0 0.0
C -2.27147 -1.96412 -0.97562 0.0 0.0 0.0
N -1.11329 -1.57674 -0.42888 0.1 -0.1 0.1
N 1.96629 -2.04702 -0.10957 -0.1 0.0 0.0
C 3.17310 -2.46113 -0.50835 0.1 0.0 0.0
C 3.78878 -1.43778 -1.21076 0.0 0.0 0.0
C 2.87162 -0.40282 -1.19903 0.0 0.0 0.0
N 1.76760 -0.76203 -0.53296 -0.1 0.0 0.1
N 1.20753 -4.15134 1.11381 0.1 0.0 0.0
C 0.70932 -4.95254 2.10434 -0.1 0.0 -0.1
C 0.98114 -6.24857 1.77013 0.0 0.0 0.1
C 1.64045 -6.16227 0.52767 0.0 0.0 -0.1
N 1.75934 -4.91414 0.12502 0.0 0.0 0.1
H 1.24184 -0.85819 5.17153 0.0 0.0 0.0
H 0.06535 0.93202 3.49170 0.0 0.0 0.0
H 1.72604 -3.02070 3.58368 0.0 0.0 0.0
H -0.95912 -4.76033 0.04182 0.0 0.0 0.0
H -3.22853 -3.94211 -1.23409 0.0 0.0 0.0
H -2.94251 -1.24377 -1.41216 0.0 0.0 0.0
H 3.50894 -3.45925 -0.29021 0.0 0.0 0.0
H 4.76064 -1.45384 -1.67019 0.0 0.0 0.0
H 2.95502 0.57671 -1.63837 0.0 0.0 0.0
H 0.16835 -4.55693 2.94715 0.0 0.0 0.0
H 0.74891 -7.13280 2.33731 0.0 0.0 0.0
H 2.03074 -6.96119 -0.08217 0.0 0.0 0.0
C 0.35119 2.49320 -0.68519 0.0 0.0 0.1
C -0.83505 2.27389 0.08222 0.0 0.0 0.0
C -1.83083 1.72351 -0.78476 0.0 0.0 0.0
C -1.26725 1.61005 -2.09809 0.0 0.0 0.0
C 0.08167 2.10731 -2.03752 0.0 0.0 0.0
C 0.99045 2.31315 -3.17925 0.0 0.0 0.0
C -1.96987 1.16112 -3.31208 0.0 0.0 0.0
C -3.23322 1.45666 -0.39612 0.0 0.0 0.0
C -1.08469 2.72297 1.47610 0.0 0.0 0.0
C 1.60382 3.13161 -0.22021 0.0 0.0 0.0
H 0.93107 3.36322 -3.49527 0.0 0.0 0.0
H 0.73116 1.70054 -4.03910 0.0 0.0 0.0
H 2.03111 2.13971 -2.90770 0.0 0.0 0.0
H -2.50458 2.01215 -3.75468 0.0 0.0 0.0
H -2.71748 0.40043 -3.09406 0.0 0.0 0.0
H -1.28425 0.78473 -4.06843 0.0 0.0 0.0
H -3.72496 2.40238 -0.14292 0.0 0.0 0.0
H -3.28845 0.83249 0.49937 0.0 0.0 0.0
H -3.80504 0.98816 -1.19243 0.0 0.0 0.0
H -1.54959 3.71508 1.45107 0.0 0.0 0.0
H -0.16736 2.81252 2.05338 0.0 0.0 0.0
H -1.77942 2.06229 1.99520 0.0 0.0 0.0
H 1.73467 4.09307 -0.72769 0.0 0.0 0.0
H 2.47680 2.52777 -0.47700 0.0 0.0 0.0
H 1.60791 3.31127 0.85120 0.0 0.0 0.0
```
Positions in Å, forces in eV/Å.

The LUMO energy (spin up / spin down) is -5.25 / -9.57 eV. For the energy above the lowest of the compared OMol25 structures with the same formula, charge and spin, the calculation gives 1.50 kcal/mol. The charge is +2. The multiplicity is 6. The value obtained for the frontier orbital gap (spin up / spin down) is 8.88 / 4.57 eV.

---

# 2
The following is a DFT calculation (ωB97M-V/def2-TZVPD) of C29H34BrN11NaO2S as an isolated structure.

Structure (XYZ):
```
79
Properties=species:S:1:pos:R:3:forces:R:3
Na -1.18992 0.25355 -0.87968 0.1 -0.2 -0.5
Br 2.20903 3.75471 1.27973 0.0 0.0 0.0
C 0.70449 3.23502 2.35253 0.1 0.1 0.1
C 0.60268 3.79719 3.61769 0.0 0.0 -0.1
C -0.50130 3.43106 4.36587 -0.1 0.0 0.0
C -1.42246 2.54558 3.82717 0.1 0.0 0.0
C -1.21849 2.05666 2.54103 -0.2 0.0 0.1
N -0.14859 2.40396 1.81833 -0.1 0.0 -0.1
C -2.30647 1.15557 1.92850 -0.1 0.1 0.3
O -3.04992 0.60133 2.77079 0.2 0.0 0.0
O -2.40418 1.09880 0.69337 0.0 0.3 0.0
H 1.35360 4.48302 3.98098 0.0 0.0 0.0
H -0.64461 3.83819 5.35980 0.0 0.0 0.0
H -2.30266 2.22249 4.36241 0.0 0.0 0.0
N 2.05184 1.58162 -2.49670 0.1 0.1 0.0
C 1.14675 2.57816 -2.14196 0.1 0.0 0.0
C 1.45136 3.87430 -2.59748 0.0 0.0 0.0
C 0.62248 4.90954 -2.24250 0.0 0.0 0.0
C -0.49058 4.64639 -1.44850 0.0 0.0 0.0
C -0.70545 3.34104 -1.06083 -0.1 -0.1 0.0
N 0.09185 2.32041 -1.39410 0.1 -0.1 0.1
C 2.01657 0.19449 -2.43714 0.0 -0.1 -0.1
C 2.91029 -0.47676 -3.29021 -0.1 0.0 0.0
C 2.88452 -1.84819 -3.33589 0.0 -0.1 0.0
C 1.98092 -2.53442 -2.53081 0.0 0.0 0.0
C 1.18047 -1.78850 -1.69465 -0.1 0.0 0.0
N 1.20331 -0.45001 -1.61604 0.1 0.0 0.0
H 2.71162 1.90707 -3.18197 0.0 0.0 0.0
H 2.32478 4.04493 -3.21505 0.0 0.0 0.0
H 0.83672 5.91519 -2.58335 0.0 0.0 0.0
H -1.17535 5.42555 -1.14514 0.0 0.0 0.0
H -1.55402 3.06850 -0.44245 0.0 0.0 0.0
H 3.57089 0.08736 -3.93713 0.0 0.0 0.0
H 3.54476 -2.37962 -4.01039 0.0 0.0 0.0
H 1.88551 -3.61022 -2.55757 0.0 0.0 0.0
H 0.45232 -2.27879 -1.05829 0.0 0.0 0.0
S -1.07816 0.32058 -3.83047 -0.2 0.0 0.0
C -1.84888 -1.16274 -4.34728 0.0 0.0 0.0
C -1.29812 -1.97106 -5.35653 0.1 0.0 0.0
C -1.89297 -3.15874 -5.75206 0.0 0.0 0.0
C -3.06984 -3.59894 -5.15710 0.0 0.0 0.0
C -3.63454 -2.81405 -4.15697 0.0 0.0 0.0
C -3.04139 -1.62602 -3.76515 0.0 0.1 0.0
H -0.37686 -1.64353 -5.82517 0.0 0.0 0.0
H -1.42797 -3.74947 -6.53520 0.0 0.0 0.0
H -3.53281 -4.53001 -5.46127 0.0 0.0 0.0
H -4.54823 -3.13264 -3.66635 0.0 0.0 0.0
H -3.49232 -1.03391 -2.97767 0.0 0.0 0.0
C 2.05101 0.63322 4.88025 0.0 0.0 0.1
C 2.20892 -0.62829 4.04264 0.0 0.0 0.0
N 1.64525 -0.48992 2.71201 0.0 0.0 0.0
C 2.51772 0.09507 1.70586 0.0 0.1 0.0
C 3.32908 -0.94333 0.94417 0.1 -0.1 0.0
C 0.39495 -0.95085 2.36403 0.1 -0.2 0.0
C -0.45682 -1.51163 3.47031 0.0 0.1 0.1
N -0.06304 -0.95333 1.16608 0.2 -0.1 0.3
H 2.50093 0.50932 5.86849 0.0 0.0 0.0
H 0.99586 0.87952 5.00465 0.0 0.0 0.0
H 2.53100 1.48418 4.39289 0.0 0.0 0.0
H 1.75871 -1.47990 4.54935 0.0 0.0 0.0
H 3.26988 -0.87736 3.93588 0.0 0.0 0.0
H 3.18274 0.79757 2.21398 0.0 0.0 0.0
H 1.92563 0.70547 1.02131 0.0 0.0 0.0
H 3.95532 -1.52344 1.62664 0.0 0.0 0.0
H 3.97732 -0.46533 0.20698 0.0 0.0 0.0
H 2.67985 -1.63613 0.40821 0.0 0.0 0.1
H -0.11771 -2.51256 3.75074 0.0 0.0 -0.1
H -1.47902 -1.56896 3.11692 -0.1 0.0 -0.1
H -0.44288 -0.88642 4.36341 0.0 0.0 0.0
H 0.66964 -0.64043 0.53221 -0.2 0.2 -0.2
N -4.20983 -1.50419 1.36153 0.1 -0.3 -0.1
N -3.22219 -2.28710 0.77070 -0.2 0.3 0.1
N -2.82091 -3.42893 1.27971 -0.1 -0.1 -0.1
C -1.97672 -3.83641 0.33645 0.2 0.1 0.1
N -1.86229 -2.96327 -0.66342 -0.1 -0.1 0.0
N -2.68804 -1.97809 -0.37195 0.1 0.0 -0.1
H -4.41318 -1.98461 2.23178 0.0 0.0 0.0
H -3.78802 -0.59505 1.61575 -0.1 0.0 0.1
H -1.43383 -4.76349 0.39330 0.0 0.0 0.0
```
Positions in Å, forces in eV/Å.

The LUMO energy is 2.11 eV. For the energy above the lowest of the compared OMol25 structures with the same formula, charge and spin, the calculation gives 0.00 kcal/mol. The charge is -1. The value obtained for the frontier orbital gap is 5.27 eV.

---

# 3
The following is a DFT calculation (ωB97M-V/def2-TZVPD) of C32H39NO2PdS2Si as an isolated structure.

Structure (XYZ):
```
78
Properties=species:S:1:pos:R:3:forces:R:3
Pd 0.57215 0.40026 0.38719 0.0 -0.1 -0.1
C -5.61672 1.82211 -1.93890 0.0 0.0 0.0
Si -4.52314 0.69914 -2.97556 0.0 0.1 0.0
C -5.72744 -0.55922 -3.74020 0.0 0.0 0.0
C -3.82382 1.61424 -4.45915 0.0 0.0 0.0
C -3.27292 -0.28227 -2.00305 0.0 0.0 0.0
C -3.32450 -1.66239 -1.94735 0.0 0.0 0.0
C -2.35623 -2.38037 -1.24733 0.0 0.0 0.0
C -1.35657 -1.65900 -0.62924 0.0 0.0 0.0
N -1.27589 -0.32624 -0.64845 0.0 0.0 0.0
C -2.20999 0.39397 -1.32173 0.0 0.0 0.0
S -2.10831 2.10799 -1.38053 0.0 -0.1 0.0
H -6.37960 2.29787 -2.56368 0.0 0.0 0.0
H -5.01352 2.58624 -1.45234 0.0 0.0 0.0
H -6.12450 1.23812 -1.16600 0.0 0.0 0.0
H -6.48892 -0.03123 -4.32212 0.0 0.0 0.0
H -6.24064 -1.15292 -2.97882 0.0 0.0 0.0
H -5.21391 -1.24819 -4.41653 0.0 0.0 0.0
H -4.63954 2.02919 -5.06090 0.0 0.0 0.0
H -3.24913 0.92847 -5.08741 0.0 0.0 0.0
H -3.16400 2.41773 -4.13770 0.0 0.0 0.0
H -4.11891 -2.19643 -2.46003 0.0 0.0 0.0
H -2.36043 -3.46136 -1.19881 0.0 0.0 0.0
H -0.55281 -2.15797 -0.10133 0.0 0.0 0.0
O -0.71802 -0.09176 3.39550 0.0 0.0 0.0
S -0.81493 1.35832 3.05509 0.0 0.0 0.0
C -0.01106 2.18415 4.45125 0.0 0.0 0.0
C 0.07470 3.57005 4.51246 0.0 0.0 0.0
C 0.69605 4.17107 5.59595 0.0 0.0 0.0
C 1.22611 3.39336 6.61944 0.0 0.0 0.0
C 1.13210 2.01025 6.55295 0.0 0.0 0.0
C 0.50870 1.40320 5.47007 0.0 0.0 0.0
C 0.39945 1.80875 1.82575 0.1 0.1 0.0
C 1.74685 1.27470 1.86499 0.0 0.0 0.0
C 2.82033 2.12793 1.43726 0.0 0.0 0.0
C 2.58656 3.36689 0.92674 0.0 0.0 0.0
C 1.25186 3.85986 0.82302 0.0 0.0 0.0
C 0.19858 3.12277 1.26263 0.0 -0.1 0.0
H -0.32052 4.16942 3.70186 0.0 0.0 0.0
H 0.77585 5.25098 5.63762 0.0 0.0 0.0
H 1.71542 3.86576 7.46324 0.0 0.0 0.0
H 1.54884 1.40006 7.34602 0.0 0.0 0.0
H 0.41812 0.32741 5.38082 0.0 0.0 0.0
H 1.98366 0.48947 2.57854 0.0 0.0 0.0
H 3.83721 1.75802 1.52109 0.0 0.0 0.0
H 3.41081 3.97750 0.57579 0.0 0.0 0.0
H 1.07085 4.81974 0.35217 0.0 0.0 0.0
H -0.81802 3.48327 1.15268 0.0 0.0 0.0
C 1.88671 1.80277 -2.42755 0.0 -0.1 0.0
C 2.13622 0.53738 -3.25819 0.0 0.1 0.0
C 0.82309 -0.16446 -3.61458 0.0 0.0 0.0
C 3.14589 -0.37131 -2.58370 0.0 0.0 0.0
C 4.42928 -0.43688 -3.10440 0.0 0.0 0.0
C 5.42397 -1.23884 -2.55325 0.0 0.0 0.0
C 5.09396 -2.00921 -1.44674 0.0 0.0 0.0
C 3.82665 -1.98369 -0.88279 0.0 0.0 0.0
C 3.52943 -2.88775 0.29849 0.0 0.0 0.0
C 2.45117 -3.92246 -0.04017 0.0 0.0 0.0
C 3.15694 -2.11804 1.56704 0.0 0.0 0.0
C 2.80629 -1.13737 -1.41997 -0.1 0.0 0.0
O 1.61986 -1.12207 -0.90005 0.1 0.1 0.0
H 1.00640 2.34481 -2.78109 0.0 0.0 0.0
H 2.75601 2.46594 -2.45583 0.0 0.0 0.0
H 1.70924 1.53978 -1.38222 -0.1 0.1 0.0
H 2.59777 0.85097 -4.20464 0.0 0.0 0.0
H 0.29231 -0.46200 -2.71420 0.0 0.0 0.0
H 1.01447 -1.06046 -4.21286 0.0 0.0 0.0
H 0.18006 0.50983 -4.18803 0.0 0.0 0.0
H 4.65493 0.16455 -3.98259 0.0 0.0 0.0
H 6.42061 -1.26763 -2.97899 0.0 0.0 0.0
H 5.84450 -2.66030 -1.00237 0.0 0.0 0.0
H 4.45774 -3.43700 0.50667 0.0 0.0 0.0
H 1.52824 -3.40941 -0.30902 0.0 0.0 0.0
H 2.25777 -4.57798 0.81569 0.0 0.0 0.0
H 2.76069 -4.54050 -0.88705 0.0 0.0 0.0
H 2.21514 -1.58832 1.42771 0.0 0.0 0.0
H 3.92443 -1.37832 1.80952 0.0 0.0 0.0
H 3.05365 -2.80078 2.41728 0.0 0.0 0.0
```
Positions in Å, forces in eV/Å.

The LUMO energy is 4.42 eV. For the energy above the lowest of the compared OMol25 structures with the same formula, charge and spin, the calculation gives 0.66 kcal/mol. The charge is -2. The value obtained for the frontier orbital gap is 5.72 eV.

---

Quick rundown of DFT total energy, same order as above: -73462.4607, -136408.8508, -72432.3674 eV